{"formula": "C43H52BN8O2P2Sr", "method": "wB97M-V/def2-TZVPD", "de_lowest_ev": 0.196, "total_charge": -1, "symbols": ["Sr", "P", "P", "O", "O", "N", "N", "N", "N", "N", "N", "N", "N", "C", "C", "C", "C", "C", "C", "C", "C", "C", "C", "C", "C", "C", "C", "C", "C", "C", "C", "C", "C", "C", "C", "C", "C", "C", "C", "C", "C", "C", "C", "C", "C", "C", "C", "C", "C", "C", "C", "C", "C", "C", "C", "C", "B", "H", "H", "H", "H", "H", "H", "H", "H", "H", "H", "H", "H", "H", "H", "H", "H", "H", "H", "H", "H", "H", "H", "H", "H", "H", "H", "H", "H", "H", "H", "H", "H", "H", "H", "H", "H", "H", "H", "H", "H", "H", "H", "H", "H", "H", "H", "H", "H", "H", "H", "H", "H"], "coordinates": [[-0.530695, -0.587878, -0.522414], [-0.060022, -0.706162, 2.924369], [2.265082, 1.123630, -1.353526], [-1.106482, -1.371012, -4.888102], [-0.260607, -1.366034, -2.803254], [-3.463731, -1.124909, -2.004980], [-3.811884, -0.273443, 0.984807], [-0.976089, 1.244158, -2.527573], [-4.463288, -1.434078, -1.155051], [1.848202, -1.081995, 0.568465], [-1.897799, -2.703337, 0.224242], [-2.751012, 0.474067, 0.613346], [-3.200897, -2.772466, 0.554639], [-1.411071, -3.933058, 0.334875], [-1.220349, 0.635638, -3.660214], [-5.620606, -1.621689, -1.817888], [4.048645, -2.330961, -2.791275], [-0.335265, 0.688208, 4.131707], [3.795258, -1.104734, 4.309193], [-2.057360, -2.475654, 3.804910], [-1.878852, 4.734216, -3.369693], [-2.007561, 2.639764, -4.714384], [2.566026, 1.972816, -2.993672], [1.757645, -0.872959, 2.983780], [2.435374, -0.867321, 4.199939], [0.246094, -3.412209, 3.638317], [3.428017, 2.087477, -0.250790], [-4.660156, 0.465528, 1.725580], [-1.757877, 1.307086, -4.789121], [0.133317, 1.997028, 3.500712], [3.858702, -1.410236, 1.916715], [2.596749, -1.487394, -0.544041], [-3.533514, -4.042223, 0.851892], [-0.989315, 4.612497, -1.136962], [-2.409105, -4.830800, 0.733398], [2.823871, 2.286894, 1.137463], [1.948892, 1.185547, -4.167118], [2.964271, -0.558615, -1.535864], [-1.792644, 0.786458, 4.579143], [2.946597, -2.833744, -0.720780], [-5.378834, -1.427684, -3.159371], [-0.818386, 3.262646, -1.253645], [-0.840525, -0.857663, -3.800328], [-1.700537, 3.339067, -3.519945], [3.691149, -1.002448, -2.642332], [-1.179872, 2.590179, -2.445512], [-4.143091, 1.735214, 1.855761], [2.465517, -1.137115, 1.773170], [4.841547, 1.522059, -0.156851], [3.984015, 2.442128, -3.339964], [-1.534420, 5.359096, -2.204668], [4.494292, -1.384612, 3.137352], [-4.006886, -1.130005, -3.215809], [3.664474, -3.252222, -1.823265], [-2.943587, 1.678926, 1.136084], [-0.570234, -2.164967, 3.982243], [-4.216891, -1.627258, 0.343520], [-5.252036, -1.968133, 0.862718], [-0.372258, 2.682225, -0.454989], [4.826792, 0.557180, 0.350440], [-2.219877, -2.937236, 2.832100], [-6.519502, -1.885894, -1.285006], [4.438602, -1.635547, 1.031786], [-2.219439, 2.462171, 0.977515], [1.872634, -0.689474, 5.110328], [1.822897, 2.719379, 1.071655], [1.422884, 0.289010, -3.842986], [1.970055, 2.882422, -2.851471], [-0.369903, -4.120866, 0.117014], [-6.077114, -1.505091, -3.975144], [3.959996, 2.998077, -4.282041], [-0.439043, 2.212053, 2.593906], [4.674035, 1.608111, -3.471853], [3.973305, -0.302531, -3.415488], [-0.371652, -1.889326, 5.025713], [1.249249, 1.804537, -4.731206], [5.297023, 1.375984, -1.136677], [-2.073331, -0.041986, 5.230652], [-2.323268, -5.889343, 0.907121], [4.289319, -1.089462, 5.271800], [4.603244, -2.647866, -3.665428], [-2.389566, -3.184536, 4.569667], [2.745107, 1.340772, 1.673188], [-2.288336, 5.298973, -4.199701], [3.446692, 2.960440, 1.734531], [0.276961, 0.496773, 5.017054], [1.189422, 1.953626, 3.235168], [5.559545, -1.587220, 3.176117], [3.916681, -4.300062, -1.936611], [-1.939850, 0.716739, -5.675302], [1.293805, -3.310399, 3.916515], [-5.577058, 0.033926, 2.090150], [4.403102, 3.103443, -2.581495], [2.644802, -3.540309, 0.044579], [-2.694970, -1.592885, 3.857604], [-1.946583, 1.714311, 5.138895], [-2.473240, 0.798329, 3.725998], [0.199762, -3.612375, 2.565530], [-1.669858, 6.427901, -2.099071], [-2.420283, 3.185129, -5.556129], [2.728276, 0.861741, -4.860288], [5.480796, 2.194648, 0.424046], [-3.395956, -0.951536, -4.086235], [-0.014444, 2.830577, 4.193798], [-0.171192, -4.282366, 4.154160], [-0.701033, 5.116217, -0.222358], [-4.561911, 2.570390, 2.390028], [-4.544556, -4.286890, 1.131333], [3.466984, 3.072807, -0.728857]], "forces_ev_per_a": [[-0.1, 0.0, 0.0], [0.0, 0.0, 0.0], [0.0, 0.0, 0.0], [0.0, 0.0, 0.0], [0.0, 0.1, 0.0], [0.0, -0.1, 0.0], [0.0, 0.0, 0.0], [0.0, 0.0, 0.0], [0.0, 0.0, 0.0], [-0.1, 0.0, -0.1], [0.0, 0.0, 0.1], [0.0, 0.0, 0.0], [0.0, -0.1, -0.1], [0.0, 0.0, 0.0], [0.0, 0.0, 0.0], [0.0, 0.0, 0.0], [0.0, 0.0, 0.0], [0.0, 0.0, 0.0], [0.0, 0.0, 0.0], [0.0, 0.0, 0.0], [0.0, 0.0, 0.0], [0.0, 0.0, 0.0], [0.1, 0.0, 0.0], [0.0, 0.0, 0.0], [0.0, 0.0, 0.0], [0.0, 0.0, 0.0], [0.0, 0.0, 0.0], [0.0, 0.0, 0.0], [0.0, 0.0, 0.0], [0.0, 0.0, 0.0], [0.0, 0.0, 0.0], [0.0, -0.1, 0.0], [0.0, 0.0, 0.1], [0.0, 0.0, 0.0], [0.0, 0.0, 0.0], [0.0, 0.0, 0.0], [0.0, 0.0, 0.0], [0.0, 0.0, 0.0], [0.0, 0.0, 0.0], [0.0, 0.0, 0.0], [0.0, 0.0, 0.0], [0.0, 0.0, 0.0], [0.0, 0.0, 0.0], [0.0, 0.0, 0.0], [0.0, 0.0, 0.0], [0.0, 0.0, 0.0], [0.0, 0.0, 0.0], [0.1, 0.0, 0.0], [0.0, 0.0, 0.0], [0.0, 0.0, 0.0], [0.0, 0.0, 0.0], [0.0, 0.0, 0.0], [0.0, 0.1, 0.0], [0.0, 0.0, 0.0], [0.0, 0.0, 0.0], [0.0, 0.0, 0.0], [0.0, 0.0, 0.0], [0.0, 0.0, 0.0], [0.0, 0.0, 0.0], [0.0, 0.0, 0.0], [0.0, 0.0, 0.0], [0.0, 0.0, 0.0], [0.0, 0.0, 0.0], [0.0, 0.0, 0.0], [0.0, 0.0, 0.0], [0.0, 0.0, 0.0], [0.0, 0.0, 0.0], [0.0, 0.0, 0.0], [0.0, 0.0, 0.0], [0.0, 0.0, 0.0], [0.0, 0.0, 0.0], [0.0, 0.0, 0.0], [0.0, 0.0, 0.0], [0.0, 0.0, 0.0], [0.0, 0.0, 0.0], [0.0, 0.0, 0.0], [0.0, 0.0, 0.0], [0.0, 0.0, 0.0], [0.0, 0.0, 0.0], [0.0, 0.0, 0.0], [0.0, 0.0, 0.0], [0.0, 0.0, 0.0], [0.0, 0.0, 0.0], [0.0, 0.0, 0.0], [0.0, 0.0, 0.0], [0.0, 0.0, 0.0], [0.0, 0.0, 0.0], [0.0, 0.0, 0.0], [0.0, 0.0, 0.0], [0.0, 0.0, 0.0], [0.0, 0.0, 0.0], [0.0, 0.0, 0.0], [0.0, 0.0, 0.0], [0.0, 0.0, 0.0], [0.0, 0.0, 0.0], [0.0, 0.0, 0.0], [0.0, 0.0, 0.0], [0.0, 0.0, 0.0], [0.0, 0.0, 0.0], [0.0, 0.0, 0.0], [0.0, 0.0, 0.0], [0.0, 0.0, 0.0], [0.0, 0.0, 0.0], [0.0, 0.0, 0.0], [0.0, 0.0, 0.0], [0.0, 0.0, 0.0], [0.0, 0.0, 0.0], [0.0, 0.0, 0.0], [0.0, 0.0, 0.0]]}

{"formula": "C8H13Br2F3NO3", "method": "wB97M-V/def2-TZVPD", "total_charge": 1, "symbols": ["Br", "Br", "F", "F", "F", "O", "O", "O", "N", "C", "C", "C", "C", "C", "C", "C", "C", "H", "H", "H", "H", "H", "H", "H", "H", "H", "H", "H", "H", "H"], "coordinates": [[0.977786, 0.041977, 3.295715], [2.092920, -2.790798, 2.087131], [3.512024, 1.093918, 2.644038], [4.419483, -1.252184, 2.503538], [3.775242, -1.257001, 0.206384], [-0.481414, -1.383199, 0.418775], [-2.906277, 1.781275, -0.707533], [-2.218036, 2.824476, -0.288109], [-2.133939, -1.375368, -1.322192], [-1.844111, -1.905178, 0.068617], [-1.335381, -0.061584, -1.369794], [-2.157019, 1.269023, -1.868575], [2.027609, 1.128113, 0.614397], [-0.460602, 0.059553, 0.039217], [2.477284, 0.257271, 1.929241], [1.077110, 0.330975, -0.457577], [3.220046, -1.171035, 1.588377], [1.508537, -0.691259, -0.840974], [-3.148488, -1.236307, -1.582532], [-2.545499, 2.938364, 0.673389], [1.589692, 2.152119, 0.989512], [-0.542002, -0.285489, -2.223161], [-2.467279, -1.464043, 0.984518], [-1.374473, 2.067666, -2.228688], [-0.917170, 0.666803, 0.928686], [3.031908, 1.397573, 0.028336], [1.004597, 1.031041, -1.420549], [-1.711301, -3.071470, 0.055138], [-1.619464, -2.017982, -1.981347], [-2.851782, 0.922748, -2.763976]], "forces_ev_per_a": [[1.4, 0.5, -1.3], [1.5, 1.4, -1.1], [-2.7, -2.1, -2.0], [-3.6, 0.2, -3.1], [-2.0, 0.4, 4.2], [-2.3, 0.3, -1.6], [-1.9, -4.6, -3.9], [1.9, 4.2, 4.1], [0.5, 0.4, 0.4], [2.2, -0.4, 3.5], [2.0, 2.2, -1.5], [0.5, -1.4, 0.3], [1.0, -0.3, -0.3], [0.1, -1.8, -1.4], [1.6, 1.9, 0.1], [-0.5, 1.3, -0.1], [3.0, -0.6, 1.0], [-0.8, 2.0, 1.1], [1.3, -0.4, 0.5], [0.8, -0.1, -2.1], [0.6, -2.2, -0.7], [-1.5, 0.6, 1.8], [0.3, -1.1, -2.7], [-1.7, -1.6, 0.7], [0.9, -0.8, -2.0], [-2.1, -0.7, 1.5], [0.2, -1.3, 2.2], [-0.7, 2.4, 0.1], [-1.3, 0.7, 0.7], [1.1, 1.1, 2.0]]}

{"formula": "C3H10NO", "method": "wB97M-V/def2-TZVPD", "de_lowest_ev": 0.554, "total_charge": 1, "symbols": ["O", "N", "C", "C", "C", "H", "H", "H", "H", "H", "H", "H", "H", "H", "H"], "coordinates": [[-1.289133, 0.822824, 2.050565], [-0.608437, 0.011709, -0.529323], [0.614004, -0.828601, -0.508273], [1.864867, -0.104438, -0.049135], [-1.433622, 0.054289, -1.481707], [2.604762, -0.900662, -0.108111], [0.751277, -1.204368, -1.511657], [0.382816, -1.658444, 0.137066], [-1.209847, 0.498267, 2.958504], [-0.635827, 0.670807, 0.260003], [-2.309070, 0.675336, -1.375268], [2.188823, 0.645661, -0.757607], [1.863730, 0.186288, 0.994442], [-1.287112, -0.622230, -2.306362], [-1.497230, 1.753560, 2.226862]], "forces_ev_per_a": [[-0.1, 0.7, 0.5], [1.4, 0.6, 0.0], [-0.3, 0.4, -0.1], [0.1, -1.1, -0.3], [-0.4, -0.3, 0.6], [0.3, 0.1, 0.0], [0.0, -0.2, -0.3], [-0.1, -0.4, 0.3], [0.1, -0.4, -0.2], [-0.7, -0.4, 0.2], [-0.1, 0.2, -0.3], [-0.1, 0.5, 0.2], [-0.2, 0.5, 0.0], [-0.1, 0.0, -0.3], [0.0, -0.1, -0.3]]}

Per-record LUMO energy, Eh: 0.0843 -0.1335 -0.1698
Per-record HOMO-LUMO gap, eV: 6.44 9.35 11.62
Per-record HOMO level, eV: -4.1 -13.0 -16.2